No. 1
This record from the OMol25 dataset describes the molecule C14H22ClNOS at a distorted geometry. The level of theory is the ωB97M-V functional and the def2-TZVPD basis.

Last column: Mulliken charge in e.
CARTESIAN COORDINATES (ANGSTROEM)
C 0.669232 0.262081 -2.157449  -2.181
C 0.788724 0.953810 -0.814564  1.909
C -0.388926 1.957480 -0.774104  -1.800
C 2.134883 1.667995 -0.675225  -0.365
C 3.342957 0.759422 -0.919883  -0.964
C 3.340124 -0.169470 0.277242  -0.896
C 2.140190 0.323399 1.092032  -0.591
C 2.268717 1.805368 0.821395  -0.918
C 0.768235 -0.066143 0.408655  1.488
C 0.674491 -1.572130 0.050337  -2.246
N -0.219146 0.185287 1.473560  -0.570
C -1.470178 -0.076955 1.378634  0.215
O -2.136224 -0.498207 0.252185  -0.234
C -3.509514 -0.847321 0.508730  0.035
C -3.989545 -1.985934 -0.396738  -0.629
Cl -5.560335 -2.616791 0.203274  -0.193
C -3.493452 -1.214649 1.991001  -0.881
S -2.422944 -0.005960 2.854557  -0.149
H 0.885522 0.988697 -2.960721  0.423
H -0.342054 -0.113349 -2.322965  0.324
H 1.403350 -0.531545 -2.284940  0.431
H -1.332401 1.475413 -1.019275  0.364
H -0.223516 2.726393 -1.527199  0.477
H -0.410780 2.529122 0.170230  0.325
H 2.206292 2.641206 -1.219413  0.435
H 3.381776 0.231522 -1.885828  0.390
H 4.280409 1.338153 -0.891759  0.420
H 4.279152 -0.013912 0.823427  0.419
H 3.310909 -1.220022 0.002007  0.353
H 2.142746 0.070376 2.137182  0.600
H 1.435630 2.394031 1.207792  0.348
H 3.201808 2.264158 1.164002  0.391
H 0.794431 -2.140278 0.954521  0.431
H -0.259956 -1.851208 -0.412454  0.378
H 1.434306 -1.916044 -0.585402  0.580
H -4.130972 0.028152 0.368555  0.254
H -4.117780 -1.584898 -1.399525  0.408
H -3.254529 -2.792157 -0.460105  0.301
H -4.498711 -1.128215 2.422722  0.542
H -3.122922 -2.256879 2.145510  0.375

Atoms 1-6, force components in eV/Å:
0.321 0.171 -0.711
-1.137 -0.188 -0.449
0.842 0.637 0.437
0.833 1.179 -0.446
0.692 0.114 -1.389
0.350 -0.654 0.570

Summary:
**Kohn-Sham gap**: 9.38 eV
**SMILES**: CC1(C)[C@@H]2CC[C@@H](C2)[C@@]1(C)/N=C1\O[C@@H](CCl)CS1
**Highest occupied orbital energy**: -0.322 hartree
**Energy above the lowest of the compared OMol25 structures with the same formula, charge and spin**: 0.054 eV
**E**: -41769.894 eV
**Largest force on an atom**: 2.9 eV/A

---

No. 2
This record from the OMol25 dataset describes the molecule C14H22ClNOS. The level of theory is the ωB97M-V functional and the def2-TZVPD basis.

Last column: Mulliken charge in e.
CARTESIAN COORDINATES (ANGSTROEM)
C 3.800476 6.246042 -3.339607  -0.732
O 3.653363 5.484142 -2.172303  -0.290
C 2.309201 5.343665 -1.769145  -0.600
C 2.258160 4.506624 -0.497024  -0.670
C 2.722165 3.074526 -0.744715  -0.634
N 2.651188 2.303811 0.485215  -0.144
C 3.168546 0.952230 0.367821  -0.903
C 2.187271 0.032979 -0.367828  -0.858
C 0.762391 0.130792 0.176608  -0.398
C 0.668000 -0.315294 1.626959  -0.915
S -1.057891 -0.401819 2.208180  -0.212
C -1.762560 -1.760750 1.329756  0.616
C -1.026137 -2.727442 0.656801  -0.196
C -1.669898 -3.767417 0.010683  -0.816
C -3.051295 -3.849235 0.042912  0.315
Cl -3.851898 -5.151048 -0.767975  -0.224
C -3.798579 -2.897417 0.721311  -0.634
C -3.153000 -1.858458 1.358070  -0.515
H 3.276103 5.784628 -4.186508  0.311
H 4.866501 6.289066 -3.553203  0.233
H 3.413767 7.264275 -3.202852  0.287
H 1.869810 6.337147 -1.584299  0.413
H 1.725921 4.859406 -2.568979  0.368
H 2.905140 4.973142 0.248054  0.340
H 1.238111 4.496508 -0.111630  0.310
H 3.740401 3.096747 -1.167616  0.305
H 2.062337 2.604057 -1.478855  0.249
H 3.167419 2.798495 1.206446  0.243
H 3.328078 0.568765 1.378341  0.498
H 4.139153 0.921248 -0.159675  0.381
H 2.550224 -0.994300 -0.285466  0.420
H 2.171019 0.291235 -1.427500  0.321
H 0.427152 1.165558 0.108787  0.287
H 0.104168 -0.484793 -0.441431  0.584
H 1.141248 -1.282116 1.799676  0.331
H 1.123582 0.422121 2.285767  0.513
H 0.050757 -2.690983 0.629452  0.255
H -1.095585 -4.514923 -0.513945  0.398
H -4.874385 -2.969394 0.745244  0.399
H -3.719586 -1.108432 1.887807  0.364

Atoms 1-6, force components in eV/Å:
-0.021 0.053 -0.083
0.034 -0.167 0.220
-0.140 0.042 0.235
0.130 -0.118 -0.509
-0.012 0.191 0.054
0.194 0.199 0.303

Summary:
**Kohn-Sham gap**: 8.83 eV
**SMILES**: COCCCNCCCCSc1ccc(Cl)cc1
**Highest occupied orbital energy**: -0.294 hartree
**Energy above the lowest of the compared OMol25 structures with the same formula, charge and spin**: 0.000 eV
**E**: -41769.948 eV
**Largest force on an atom**: 0.6 eV/A

---

No. 3
This record from the OMol25 dataset describes a cluster of 2 separate species, C14H22FN3O3PS in total at a distorted geometry. The level of theory is the ωB97M-V functional and the def2-TZVPD basis.

Last column: Mulliken charge in e.
CARTESIAN COORDINATES (ANGSTROEM)
C -2.738319 2.728859 1.116679  -0.819
C -1.712657 2.385364 -0.054859  -0.550
N -0.762370 1.355045 0.378896  -0.582
P -1.127132 -0.309223 -0.208124  -0.502
C 0.612344 -0.898435 0.379387  -0.775
C 1.583082 -0.997554 -0.852489  -0.197
F 1.119637 -1.996736 -1.768785  -0.362
C -1.986642 -0.858789 1.453064  -0.925
C -3.509097 -1.008599 1.151779  -0.466
S -4.499255 -1.498760 2.664129  -0.199
C -6.171015 -0.967690 2.180808  0.493
N -7.181938 -0.485117 2.915423  -0.461
N -8.150655 -0.236291 1.962634  -0.333
C -7.711832 -0.553231 0.760897  0.044
O -6.405982 -1.048522 0.835948  -0.187
H -2.356854 2.379592 2.115202  0.204
H -2.785210 3.854301 1.201746  0.352
H -3.766527 2.319669 0.964333  0.127
H -1.105449 3.333673 -0.197581  0.394
H -2.199451 2.185421 -1.037077  0.349
H -0.548814 1.403646 1.371918  0.254
H -2.440482 0.045568 -0.723524  0.200
H -0.576349 0.027912 -1.515090  0.101
H -1.380489 -1.673928 -0.693337  0.139
H 0.561552 -1.860740 0.948931  0.387
H 1.041605 -0.118103 1.064886  0.241
H 1.645138 -0.019768 -1.389622  0.285
H 2.614063 -1.248096 -0.467543  0.151
H -1.578375 -1.887519 1.690997  0.395
H -1.744306 -0.217650 2.337779  0.364
H -3.888005 0.021030 0.899582  0.172
H -3.695493 -1.685897 0.286465  0.348
H -8.180135 -0.476264 -0.234311  0.362
C 5.290624 -0.523788 -2.120476  -0.085
C 6.297642 -0.488539 -2.991743  -0.450
C 7.668951 -0.127579 -2.567055  0.336
O 8.588243 -0.093191 -3.361528  -0.565
C 7.879457 0.191486 -1.135802  -0.391
C 6.873783 0.156624 -0.263907  -0.440
C 5.501042 -0.204698 -0.688971  0.422
O 4.584401 -0.239180 0.102388  -0.474
H 4.280618 -0.784953 -2.412789  0.425
H 6.162325 -0.719337 -4.040846  0.416
H 8.888954 0.452478 -0.843714  0.386
H 7.009374 0.387511 0.785305  0.417

Atoms 1-6, force components in eV/Å:
0.082 0.742 -0.311
0.873 1.212 1.772
-0.536 0.324 -1.220
0.396 -1.005 -0.372
0.785 0.351 -0.272
-0.169 -0.016 1.457

Summary:
**Kohn-Sham gap**: 4.06 eV
**Charge**: -1
**Highest occupied orbital energy**: -0.144 hartree
**E**: -48324.440 eV
**Largest force on an atom**: 3.4 eV/A